w:
Formula: C36H48N8O12
Source: the Open Molecules 2025 dataset
Level of theory: ωB97M-V/def2-TZVPD

The geometry in XYZ format:
```
104
Properties=species:S:1:pos:R:3:lowdin_charge:R:1
C 45.4160 16.9000 14.1300 -0.112
C 46.5410 16.1950 14.7960 0.023
C 46.6220 14.6470 14.4800 0.064
C 45.6960 13.9530 13.5020 -0.105
C 44.3740 14.7460 13.0300 0.111
C 44.3760 16.2900 13.4260 -0.057
N 45.8910 12.5680 13.2060 -0.344
O 46.9490 11.9530 13.5790 -0.002
O 44.9020 11.8870 12.9650 0.045
H 45.3870 17.8760 14.4490 0.060
H 47.1320 16.7050 15.4710 0.051
H 47.4740 14.1060 14.7530 0.056
H 43.5470 14.3240 12.3180 0.111
H 43.4430 16.9020 13.3080 0.093
C 45.2910 7.3330 14.2330 -0.075
C 45.6380 5.8720 13.9650 -0.011
C 47.1000 5.3590 13.5600 0.093
C 48.1300 6.5300 13.2070 -0.060
C 47.7480 8.0150 13.4290 0.008
C 46.3600 8.2260 13.8930 -0.124
N 49.4360 6.0510 12.6520 -0.298
O 49.4290 4.8020 12.1780 -0.031
O 50.2160 6.9040 12.2470 0.066
H 44.2700 7.7250 14.3850 0.103
H 44.8790 5.2890 14.0880 -0.009
H 47.1770 4.3010 13.4550 0.063
H 48.4710 8.8100 13.2010 0.089
H 46.0160 9.5180 13.9980 0.164
C 44.8190 7.6760 11.0170 -0.065
C 43.9850 8.9840 11.0280 -0.022
C 42.5040 9.0100 11.1930 0.017
C 41.8560 7.6610 11.3120 -0.100
C 42.7020 6.3910 11.4950 0.058
C 44.2140 6.4030 11.2230 -0.077
N 40.4060 7.5840 11.6510 -0.281
O 39.5650 8.5270 11.4160 0.001
O 39.9630 6.4000 11.9120 -0.002
H 45.9400 7.7980 10.7770 0.115
H 44.4710 9.9370 10.7850 0.070
H 41.9210 9.9330 11.0240 0.098
H 42.2700 5.3800 11.7660 0.070
H 44.9100 5.4450 11.3560 0.137
C 38.5890 11.9120 14.6310 -0.137
C 38.6940 11.5960 13.1630 -0.010
C 39.3000 12.7300 12.2950 0.056
C 39.7120 14.0370 12.9910 -0.100
C 39.5830 14.1800 14.4850 0.052
C 38.8690 13.0960 15.2630 -0.098
N 40.2940 15.0940 12.1710 -0.415
O 40.9640 15.9820 12.6690 0.048
O 39.9750 15.1480 11.0400 0.089
H 38.2960 10.8880 15.2090 0.143
H 38.5810 10.5770 12.7700 0.067
H 39.4130 12.5600 11.2250 0.074
H 39.9640 15.1150 14.9420 0.103
H 38.5620 13.0650 16.3630 0.122
C 42.5730 12.7720 9.0360 -0.326
O 43.6770 12.8530 9.5130 0.019
N 42.2770 11.7990 8.1120 -0.150
C 40.8420 11.5620 7.6590 -0.010
C 43.2330 11.0000 7.5370 -0.105
H 41.6200 13.4360 9.2200 0.159
H 40.2420 11.8830 8.4530 0.042
H 40.4110 10.5460 7.4770 0.113
H 40.4640 12.1410 6.9370 0.035
H 43.0730 10.0260 7.0740 0.113
H 43.9860 10.5840 8.1760 0.058
H 43.8820 11.5770 7.0260 0.061
C 42.9800 2.4340 12.1960 -0.193
O 42.7520 3.3130 13.1400 -0.070
N 42.0550 2.1610 11.2020 -0.213
C 42.3240 1.0640 10.2920 -0.016
C 40.7560 2.6730 11.2510 -0.061
H 43.8090 2.0530 12.2340 0.046
H 43.1680 1.2740 9.7250 0.081
H 41.4010 0.6880 9.8820 0.099
H 42.5140 0.3610 10.9810 0.051
H 40.0300 2.2810 10.5620 0.083
H 40.9900 3.8430 11.1180 0.121
H 40.4420 2.4740 12.2990 0.104
C 48.5700 9.5900 10.2920 -0.314
O 48.7270 8.4270 10.1520 0.037
N 47.7300 10.2170 9.3650 -0.181
C 47.2610 11.5320 9.3290 -0.085
C 47.1340 9.4460 8.2990 0.001
H 48.9140 10.2880 11.1060 0.147
H 46.3230 11.6110 9.5570 -0.004
H 47.5260 11.9700 8.3340 0.107
H 47.6840 12.3390 10.1260 0.150
H 47.8360 9.8760 7.6490 0.115
H 46.2110 9.5650 8.2210 0.018
H 47.1670 8.5510 8.1970 0.005
C 36.7660 3.9890 15.7110 -0.348
O 35.7930 3.4300 16.2220 -0.001
N 36.7380 5.0120 14.8360 -0.201
C 37.9880 5.5880 14.3790 -0.055
C 35.4800 5.7330 14.5730 -0.053
H 37.7870 3.7590 15.8450 0.109
H 38.7650 4.8400 14.4380 0.091
H 38.1550 6.6030 14.8510 0.115
H 37.8110 5.8780 13.4380 0.021
H 34.6750 4.9330 14.2330 0.122
H 35.5030 6.5070 13.8630 0.044
H 35.0250 6.2340 15.5800 0.133
```

Computed properties:
LUMO = -1.4 eV
2S+1 = 1
Net charge = 0
Frontier orbital gap = 7.53 eV

x:
Formula: C36H48N8O12
Source: the Open Molecules 2025 dataset
Level of theory: ωB97M-V/def2-TZVPD

The geometry in XYZ format:
```
104
Properties=species:S:1:pos:R:3:lowdin_charge:R:1
O 37.5753 -50.1563 2.5249 0.058
N 37.7988 -51.3296 2.8373 -0.401
O 37.4984 -52.1381 2.0127 0.049
C 38.7009 -51.6393 3.9053 -0.048
C 39.1547 -50.5169 4.9691 0.131
C 40.2245 -51.0450 5.9250 0.050
C 40.3601 -52.5484 6.2602 -0.103
C 39.7572 -53.4272 5.5608 -0.124
C 38.9128 -53.1248 4.2945 0.092
H 38.9415 -49.6420 4.7885 -0.020
H 40.6631 -50.3587 6.4470 0.011
H 41.1555 -52.7314 6.9316 0.094
H 39.7799 -54.5601 5.7780 0.132
H 38.4867 -53.8600 3.5944 0.087
O 32.9209 -62.7282 -7.1997 -0.004
N 32.2864 -63.3228 -6.2392 -0.325
O 31.7357 -64.3808 -6.4305 0.075
C 32.6447 -62.8820 -4.8133 -0.081
C 33.7535 -61.7730 -4.6396 0.065
C 34.1918 -61.4923 -3.1842 -0.040
C 33.3772 -61.9707 -2.0686 -0.108
C 32.3525 -62.9436 -2.2835 -0.060
C 31.9201 -63.4341 -3.6815 0.029
H 34.1401 -61.1313 -5.3958 0.063
H 34.9012 -60.6111 -3.0464 0.094
H 33.4949 -61.6236 -0.9411 0.131
H 31.7990 -63.2078 -1.3992 0.075
H 31.1384 -64.1384 -3.6915 0.077
O 34.5229 -58.6036 -1.6917 0.024
N 33.7551 -58.2365 -0.7540 -0.324
O 32.7994 -58.8790 -0.3745 0.058
C 34.3246 -57.3689 0.3229 -0.039
C 33.7534 -57.3991 1.8078 0.055
C 34.2562 -56.4784 2.8748 -0.023
C 35.4083 -55.5752 2.4451 -0.065
C 35.8099 -55.4686 1.1228 -0.089
C 35.2643 -56.2470 -0.0011 0.030
H 33.0268 -58.1452 2.0451 0.060
H 33.9697 -56.6374 3.9050 0.063
H 35.7911 -54.9957 3.1884 0.047
H 36.5786 -54.6316 0.8789 0.120
H 35.3195 -55.7558 -0.9761 0.069
O 32.5850 -57.4075 8.9399 0.033
N 31.7467 -57.6575 7.9873 -0.324
O 30.5131 -57.7291 8.1965 0.028
C 32.2358 -58.3937 6.8867 -0.118
C 33.7116 -58.3303 6.4672 0.091
C 34.0543 -59.1615 5.1978 0.019
C 33.0253 -59.9888 4.4230 -0.113
C 31.7376 -59.9229 4.7029 -0.077
C 31.2105 -59.0854 5.9434 0.109
H 34.3319 -57.7249 6.8369 0.003
H 35.0425 -59.3226 5.0059 0.042
H 33.3588 -60.8359 3.8702 0.096
H 31.0113 -60.5002 4.1351 0.100
H 30.0747 -58.9794 6.2169 0.127
C 35.2659 -53.2305 -1.9445 -0.053
N 35.3632 -51.7846 -2.0001 -0.206
C 36.5136 -51.1870 -1.4743 -0.069
C 34.3091 -51.1064 -2.5509 -0.286
O 34.4237 -49.8996 -2.8112 -0.016
H 35.5668 -53.4167 -2.8492 0.035
H 34.4150 -53.8334 -1.7008 0.083
H 35.9690 -53.7866 -1.2266 0.096
H 36.5780 -50.1614 -1.8801 0.091
H 37.3758 -51.6997 -1.8496 0.080
H 36.4107 -51.0596 -0.3026 0.128
H 33.5311 -51.7519 -2.8769 0.121
C 31.7077 -58.7961 -4.3586 -0.021
N 32.7237 -58.4040 -5.3298 -0.164
C 32.4603 -58.6772 -6.8468 0.018
C 33.9632 -58.0291 -5.0214 -0.321
O 35.0091 -58.2070 -5.7496 -0.071
H 30.8373 -58.2601 -4.4044 0.069
H 32.1747 -58.6171 -3.4931 0.034
H 31.5750 -59.8358 -4.4498 0.073
H 32.4852 -57.7477 -7.3811 0.067
H 31.4925 -59.2250 -6.7218 0.087
H 33.3640 -59.3711 -7.1507 0.111
H 34.0995 -57.5793 -4.0613 0.107
C 39.9872 -57.3139 -4.7888 -0.045
N 39.1097 -56.7373 -3.8150 -0.185
C 39.6257 -55.5495 -3.1096 -0.013
C 37.8243 -57.0296 -3.7273 -0.332
O 37.0537 -56.5859 -2.8910 0.013
H 39.5726 -58.1573 -5.2558 0.070
H 40.7802 -57.7221 -3.9967 0.158
H 40.0927 -56.7117 -5.6107 0.066
H 39.3822 -55.7052 -2.0446 0.100
H 39.2542 -54.6106 -3.3177 0.060
H 40.6508 -55.6196 -3.3460 0.064
H 37.5870 -57.7919 -4.2072 0.059
C 30.6459 -54.1874 5.3345 -0.090
N 30.0163 -55.2820 4.6707 -0.191
C 28.8118 -55.9086 5.2134 -0.014
C 30.7494 -55.8888 3.5712 -0.263
O 30.3684 -56.8605 2.9099 -0.011
H 30.4414 -54.4746 6.5511 0.143
H 29.9511 -53.4900 5.2695 0.008
H 31.7587 -53.8391 4.9710 0.148
H 28.7785 -56.7989 4.8656 0.018
H 27.9624 -55.6450 4.8439 0.037
H 28.8011 -55.8226 6.2922 0.101
H 31.7269 -55.3840 3.3492 0.112
```

Computed properties:
LUMO = -1.7 eV
2S+1 = 1
Net charge = 0
SMILES = O=[N+]([O-])c1ccccc1.O=[N+]([O-])c1ccccc1.O=[N+]([O-])c1ccccc1.O=[N+]([O-])c1ccccc1.CN(C)C=O.CN(C)C=O.CN(C)C=O.CN(C)C=O
Frontier orbital gap = 7.11 eV

Stability summary - winner: x; margin: 121.8 kJ/mol.

w:
Formula: C3H11N5
Source: the Open Molecules 2025 dataset
Level of theory: ωB97M-V/def2-TZVPD

The geometry in XYZ format:
```
19
Properties=species:S:1:pos:R:3:lowdin_charge:R:1
C -0.3331 -1.2474 0.9224 -0.150
N -0.5922 0.0488 -0.4893 -0.367
N 0.9432 -0.9756 1.3260 -0.210
N -1.7296 0.8009 -0.0881 0.077
N -0.8338 -0.6582 -1.7223 0.070
N 1.1463 -0.2147 2.4706 -0.084
C 0.7130 0.7377 -0.4111 -0.162
C 1.4582 1.0627 -1.4802 0.037
H -0.7267 -0.0087 -2.4974 0.071
H -1.7821 1.6417 -0.6587 0.081
H -2.5542 0.2308 -0.2719 0.091
H -0.0942 -1.3663 -1.7511 0.094
H 0.4481 0.5305 2.5568 0.047
H 1.1313 -0.7393 3.3381 0.051
H -1.0638 -1.2864 1.7366 0.081
H -0.6357 -2.1274 0.3422 0.074
H 0.7808 1.3432 0.4809 0.099
H 2.3984 1.5688 -1.3302 0.058
H 1.3260 0.6588 -2.4732 0.043
```

Computed properties:
LUMO = 0.8 eV
2S+1 = 1
Net charge = 0
Frontier orbital gap = 7.98 eV

x:
Formula: C3H11N5
Source: the Open Molecules 2025 dataset
Level of theory: ωB97M-V/def2-TZVPD

The geometry in XYZ format:
```
19
Properties=species:S:1:pos:R:3:lowdin_charge:R:1
N 1.9683 -1.7370 1.2168 0.007
C 0.5680 -1.7433 1.6434 -0.201
C -0.4890 -2.2791 0.9748 -0.252
N -1.8335 -2.0071 1.3579 -0.027
H 2.5058 -1.4111 1.9974 0.047
H 2.1436 -1.0880 0.4586 0.056
H 0.3610 -1.1418 2.5376 0.097
H -0.3730 -2.8159 0.0231 0.105
H -2.3380 -2.8802 1.1947 0.062
H -2.2967 -1.2810 0.7397 0.092
N -0.2615 0.4884 -1.4077 0.062
C -0.1707 1.7748 -1.4806 -0.655
N -0.7590 2.6828 -0.5853 0.108
N 0.4407 2.3548 -2.5396 0.118
H -0.0224 0.2862 -0.4228 0.013
H -1.0175 2.2399 0.2847 0.084
H -0.1580 3.4876 -0.4089 0.085
H 0.6686 3.3339 -2.5253 0.089
H 1.0632 1.7359 -3.0584 0.108
```

Computed properties:
LUMO = 0.6 eV
2S+1 = 1
Net charge = 0
SMILES = N/C=C/N.N=C(N)N
Frontier orbital gap = 8.99 eV

Stability summary - winner: x; margin: 509.3 kJ/mol.

w:
Formula: C15H52O15
Source: the Open Molecules 2025 dataset
Level of theory: ωB97M-V/def2-TZVPD

The geometry in XYZ format:
```
82
Properties=species:S:1:pos:R:3:lowdin_charge:R:1
O -0.8660 0.7523 -5.5573 -0.068
C -0.3308 1.2016 -4.3140 -0.252
C 1.1668 1.3658 -4.3351 -0.257
O 1.8725 0.1514 -4.1621 -0.052
H -0.4269 -0.0852 -5.7460 0.084
H -0.7291 2.1976 -4.0984 0.121
H -0.7083 0.5782 -3.5027 0.090
H 1.4305 2.1277 -3.5916 0.106
H 1.4614 1.8781 -5.2577 0.125
H 2.3109 -0.0605 -4.9895 0.083
O 5.5890 1.6346 0.3586 -0.049
C 4.1896 1.6538 0.1574 -0.259
C 3.8349 2.5160 -1.0263 -0.213
O 4.0425 3.9075 -0.7521 -0.070
H 5.8268 1.0337 1.0670 0.086
H 3.7760 0.6492 0.0070 0.115
H 3.7074 2.0654 1.0537 0.109
H 2.7771 2.3630 -1.2447 0.105
H 4.4039 2.2768 -1.9264 0.130
H 4.9101 4.1700 -1.0639 0.098
O -2.6069 2.1053 -1.0679 -0.083
C -3.0448 2.4156 0.2579 -0.223
C -3.8594 3.6977 0.2992 -0.246
O -3.0207 4.8393 0.2393 -0.056
H -2.0837 2.8598 -1.3738 0.105
H -3.6946 1.5980 0.5706 0.118
H -2.2054 2.4747 0.9589 0.114
H -4.4400 3.6516 1.2307 0.122
H -4.5784 3.7200 -0.5252 0.125
H -3.4782 5.5695 0.6627 0.088
O -0.4795 -4.8182 2.1540 -0.048
C 0.6632 -4.0232 1.9994 -0.282
C 1.5883 -4.1343 3.2006 -0.237
O 1.9730 -5.4927 3.3644 -0.059
H -1.1050 -4.6687 1.4379 0.079
H 1.2373 -4.2929 1.1028 0.108
H 0.3937 -2.9724 1.8139 0.099
H 1.0162 -3.7513 4.0529 0.107
H 2.5140 -3.5762 3.1062 0.116
H 1.2577 -5.9847 3.7762 0.084
C 0.4780 -3.3203 -1.9132 -0.144
O 0.5026 -4.6210 -2.4950 -0.120
H 0.3744 -3.4026 -0.8283 0.053
H 1.3734 -2.7737 -2.2162 0.080
H -0.3999 -2.7643 -2.2409 0.071
H 1.0362 -5.1955 -1.9431 0.068
C 0.2547 0.1802 0.1719 -0.149
O -0.3230 0.5047 -1.0778 -0.137
H 1.3258 0.3844 0.1165 0.061
H -0.1077 0.8475 0.9623 0.069
H 0.0760 -0.8658 0.4256 0.066
H -1.2256 0.8456 -0.9486 0.028
C 0.9831 3.8020 0.9988 -0.166
O 1.7786 4.9439 0.7017 -0.124
H 1.4307 3.2545 1.8345 0.070
H 0.0091 4.1286 1.3649 0.070
H 0.8586 3.2232 0.0821 0.068
H 2.6387 4.5914 0.4109 0.035
C -1.2737 -1.6347 4.3131 -0.104
O -1.6608 -0.9325 3.1290 -0.145
H -1.5776 -1.0703 5.1947 0.086
H -1.6477 -2.6531 4.3152 0.092
H -0.1791 -1.6724 4.2926 0.055
H -1.6563 0.0163 3.2522 0.081
C -3.3169 -1.8396 0.0653 -0.150
O -2.5380 -2.5374 1.0153 -0.129
H -3.0551 -0.7849 -0.0886 0.061
H -3.1844 -2.2892 -0.9206 0.070
H -4.3808 -1.8744 0.3220 0.084
H -2.2318 -1.8835 1.6650 0.024
C 2.1146 -0.0400 3.4190 -0.161
O 2.6002 -0.9414 4.4055 -0.116
H 1.0878 0.2704 3.6374 0.066
H 2.7223 0.8683 3.3475 0.073
H 2.1313 -0.5277 2.4463 0.072
H 2.4528 -0.5059 5.2510 0.080
C -3.4755 -0.6347 -3.3034 -0.187
O -4.4308 -1.6232 -3.5729 -0.103
H -3.9014 0.0729 -2.5848 0.074
H -2.5415 -0.9592 -2.8220 0.060
H -3.2157 -0.0330 -4.1825 0.077
H -4.1910 -2.1475 -4.3393 0.079
```

Computed properties:
LUMO = 0.0 eV
2S+1 = 1
Net charge = 0
SMILES = OCCO.OCCO.OCCO.OCCO.CO.CO.CO.CO.CO.CO.CO
Frontier orbital gap = 10.00 eV

x:
Formula: C15H52O15
Source: the Open Molecules 2025 dataset
Level of theory: ωB97M-V/def2-TZVPD

The geometry in XYZ format:
```
82
Properties=species:S:1:pos:R:3:lowdin_charge:R:1
O 0.3239 -1.8656 0.8602 -0.077
C 0.2774 -0.9199 -0.2034 -0.190
C 0.7482 0.4359 0.2816 -0.185
O -0.3543 1.3420 0.2388 -0.090
H -0.4865 -2.3329 1.0505 0.053
H 0.7513 -1.3462 -1.0900 0.105
H -0.7747 -0.8090 -0.4890 0.093
H 1.6213 0.8641 -0.2249 0.111
H 1.1044 0.3006 1.3097 0.104
H -0.1928 2.0966 0.8454 0.055
O 0.7827 1.7023 3.8658 -0.084
C 0.9185 3.1012 3.6062 -0.224
C -0.3138 3.6327 2.9000 -0.201
O -0.1078 3.8386 1.4949 -0.095
H 1.6278 1.2561 3.6904 0.030
H 1.0732 3.5797 4.5815 0.119
H 1.8519 3.2418 3.0472 0.113
H -0.7004 4.5403 3.3723 0.119
H -1.1096 2.8914 2.9907 0.130
H 0.7102 4.3378 1.3887 0.095
O 2.1198 -4.4414 -5.0642 -0.064
C 1.7466 -4.3809 -3.6907 -0.232
C 0.6227 -3.4041 -3.4196 -0.244
O 1.1163 -2.0665 -3.3501 -0.094
H 2.7754 -3.7646 -5.2381 0.078
H 1.4188 -5.3469 -3.3177 0.116
H 2.6003 -3.9754 -3.1435 0.122
H 0.3232 -3.6344 -2.3823 0.099
H -0.3334 -3.4820 -3.9382 0.126
H 0.3660 -1.4955 -3.1495 0.032
O -3.1718 -3.7507 1.5882 -0.073
C -2.8520 -4.8568 0.7458 -0.237
C -1.7953 -4.3653 -0.2312 -0.231
O -1.4860 -5.3531 -1.2264 -0.067
H -3.9159 -4.0054 2.1409 0.089
H -2.5303 -5.7184 1.3395 0.119
H -3.7414 -5.1488 0.1837 0.124
H -0.9053 -3.9645 0.2523 0.105
H -2.3018 -3.6145 -0.8396 0.120
H -1.2905 -6.1724 -0.7520 0.086
C 4.3473 0.9852 2.5646 -0.113
O 3.4903 1.0706 3.6907 -0.136
H 3.7010 0.9642 1.6908 0.070
H 5.0581 1.8151 2.4902 0.083
H 4.9622 0.0831 2.6445 0.090
H 3.9255 1.0628 4.5467 0.107
C 0.0705 4.1920 -2.1657 -0.111
O -0.6297 2.9514 -1.9747 -0.161
H -0.2420 4.5676 -3.1365 0.082
H -0.2604 4.9457 -1.4394 0.073
H 1.1270 3.9686 -2.0165 0.072
H -0.3112 2.4875 -1.1662 0.047
C 4.0987 3.2012 -0.5321 -0.167
O 4.0690 2.0235 -1.3227 -0.119
H 3.8249 4.0101 -1.2023 0.077
H 3.4601 3.0940 0.3522 0.054
H 5.0915 3.4154 -0.1200 0.079
H 4.6757 1.3609 -0.9847 0.074
C -3.5369 -0.7974 -0.0876 -0.162
O -4.3236 0.1094 -0.8332 -0.115
H -4.1263 -1.5965 0.3598 0.071
H -2.7572 -1.1813 -0.7528 0.034
H -2.9788 -0.3703 0.7565 0.090
H -3.9245 0.9955 -0.7243 0.033
C 0.6974 -1.7088 4.0973 -0.160
O 1.7217 -1.4157 5.0332 -0.118
H 0.3689 -2.7489 4.1621 0.078
H -0.2319 -1.1641 4.2822 0.079
H 1.0833 -1.5446 3.0933 0.056
H 2.2816 -0.7367 4.6538 0.029
C -1.7652 0.0175 -4.1174 -0.125
O -1.6610 -0.9865 -3.1258 -0.129
H -1.7828 1.0119 -3.6577 0.070
H -0.9270 -0.0596 -4.8039 0.084
H -2.7012 -0.0167 -4.6867 0.083
H -2.3292 -0.8512 -2.4466 0.046
C -3.5049 3.4400 -0.2288 -0.135
O -3.3378 2.6232 -1.3801 -0.147
H -3.9625 4.4216 -0.4040 0.079
H -4.2131 2.9277 0.4308 0.084
H -2.5387 3.5652 0.2670 0.065
H -2.5253 2.9212 -1.8301 0.053
```

Computed properties:
LUMO = 0.1 eV
2S+1 = 1
Net charge = 0
SMILES = OCCO.OCCO.OCCO.OCCO.CO.CO.CO.CO.CO.CO.CO
Frontier orbital gap = 9.39 eV

Stability summary - winner: w; margin: 27.8 kJ/mol.